# 1
{
  "formula": "C3H5O4P",
  "method": "the ωB97M-V functional and the def2-TZVPD basis",
  "e_tot_ha": -759.4905,
  "e_homo_ev": -9.91,
  "fmax_ev_per_a": 4.044,
  "e_above_lowest_kj_mol": 352.36,
  "orbital_gap_ev": 8.802,
  "elements": ["C", "C", "C", "O", "O", "O", "O", "P", "H", "H", "H", "H", "H"],
  "xyz": [[-0.0587, -1.4097, -0.9533], [0.7267, -0.7508, -0.0715], [0.2489, 0.5036, 0.6166], [-1.6714, -0.4799, -1.3825], [1.9177, -1.2877, 0.1537], [-0.3695, 1.4472, -0.2169], [-1.0429, -2.8327, -2.9569], [0.0784, -2.9148, -2.0362], [1.0595, 1.2405, 1.1556], [-0.5234, 0.1461, 1.2755], [2.3910, -1.0480, 0.9617], [-1.1014, 1.0013, -0.8580], [-1.9419, -0.8760, -2.3165]],
  "atomic_forces_ev_per_a": [[-3.196, 1.203, -1.879], [-0.670, 0.413, -0.515], [0.745, 2.605, 0.362], [2.490, -2.885, -1.353], [0.956, -0.797, 0.081], [-1.647, -0.606, -2.264], [-1.215, 0.038, -1.034], [1.159, 0.966, 1.727], [-1.498, -2.677, -0.931], [0.000, -0.191, 1.152], [-0.528, 0.468, -0.081], [2.200, 0.600, 1.927], [1.204, 0.863, 2.809]]
}



# 2
{
  "formula": "C43H53N4P2S2Sr",
  "method": "the ωB97M-V functional and the def2-TZVPD basis",
  "e_tot_ha": -3399.3378,
  "e_homo_ev": -3.31,
  "fmax_ev_per_a": 0.545,
  "e_above_lowest_kj_mol": 33.72,
  "charge": -1,
  "orbital_gap_ev": 4.411,
  "elements": ["Sr", "C", "C", "C", "P", "C", "C", "C", "C", "C", "C", "C", "C", "C", "C", "N", "C", "C", "C", "C", "C", "C", "C", "P", "C", "C", "C", "C", "C", "C", "H", "H", "H", "H", "H", "H", "H", "H", "H", "H", "H", "H", "H", "H", "H", "H", "H", "H", "H", "H", "H", "H", "H", "H", "H", "H", "H", "H", "H", "H", "H", "H", "H", "H", "H", "H", "H", "H", "H", "H", "S", "C", "C", "C", "C", "C", "C", "S", "H", "H", "H", "H", "C", "C", "C", "C", "C", "C", "N", "N", "C", "C", "C", "C", "C", "N", "H", "H", "H", "H", "H", "H", "H", "H", "H"],
  "xyz": [[0.0608, -0.3037, 0.1455], [-3.1125, 1.7109, 2.5632], [-1.8036, 2.3270, 3.0552], [-2.0814, 3.6010, 3.8525], [-0.5850, 2.3170, 1.6464], [0.9892, 3.0625, 2.3099], [1.3102, 2.4379, 3.6699], [1.1173, 4.5820, 2.3153], [-1.1970, 3.4454, 0.3576], [-1.7321, 4.6997, 0.6474], [-2.2043, 5.5723, -0.3238], [-2.7888, 6.9140, 0.0317], [-2.0953, 5.1477, -1.6455], [-1.5640, 3.9196, -1.9783], [-1.1019, 2.9998, -1.0004], [-0.5060, 1.8175, -1.2929], [-0.4819, 1.3198, -2.5835], [-1.6295, 1.2188, -3.3938], [-1.6075, 0.6072, -4.6309], [-0.4315, 0.0631, -5.1431], [-0.3899, -0.6041, -6.4928], [0.7115, 0.1634, -4.3611], [0.7206, 0.7702, -3.1035], [2.1914, 0.8047, -2.0108], [3.5356, -0.3209, -2.6696], [3.8256, -0.5954, -4.1508], [3.4295, -1.6604, -1.9358], [2.9430, 2.4989, -2.2408], [3.2995, 2.8841, -3.6738], [2.0671, 3.5785, -1.6119], [-3.8373, 1.6774, 3.3816], [-2.9510, 0.6844, 2.2301], [-3.5495, 2.3024, 1.7516], [-1.3455, 1.5894, 3.7233], [-2.7299, 4.2821, 3.2979], [-1.1740, 4.1378, 4.1259], [-2.6047, 3.3429, 4.7782], [1.7370, 2.6635, 1.6140], [0.6535, 2.8179, 4.4557], [2.3398, 2.6734, 3.9493], [1.2214, 1.3500, 3.6304], [0.4198, 5.0501, 3.0128], [0.9292, 4.9991, 1.3248], [2.1280, 4.8691, 2.6201], [-1.7651, 5.0215, 1.6804], [-2.7022, 7.1015, 1.1031], [-3.8495, 6.9756, -0.2277], [-2.2815, 7.7305, -0.4887], [-2.4253, 5.8037, -2.4468], [-1.4757, 3.6637, -3.0275], [-2.5632, 1.6139, -3.0121], [-2.5269, 0.5396, -5.2041], [-1.3615, -0.5515, -6.9854], [-0.1184, -1.6593, -6.4071], [0.3429, -0.1328, -7.1519], [1.6321, -0.2360, -4.7599], [4.4044, 0.2106, -2.2601], [3.1708, -1.3779, -4.5390], [4.8477, -0.9743, -4.2413], [3.7310, 0.2755, -4.7932], [2.5319, -2.1982, -2.2583], [3.3786, -1.5235, -0.8544], [4.2910, -2.2934, -2.1702], [3.8647, 2.4263, -1.6510], [2.4299, 2.7787, -4.3282], [4.1078, 2.2753, -4.0734], [3.6235, 3.9278, -3.7132], [1.1510, 3.7244, -2.1858], [2.6095, 4.5282, -1.6012], [1.7764, 3.3264, -0.5918], [-0.8536, -1.4790, 2.6155], [0.5843, -1.7119, 3.6119], [0.3602, -2.2653, 4.8858], [1.3786, -2.5071, 5.7897], [2.6856, -2.1944, 5.4397], [2.9352, -1.6496, 4.1929], [1.9194, -1.3965, 3.2554], [2.4477, -0.6872, 1.7235], [-0.6616, -2.5054, 5.1523], [1.1476, -2.9345, 6.7593], [3.5061, -2.3696, 6.1268], [3.9506, -1.3994, 3.9102], [-5.2652, 0.4947, -2.1090], [-4.4902, 0.7954, -1.0019], [-3.3724, 0.0286, -0.7108], [-3.0418, -1.0471, -1.5244], [-3.8256, -1.3615, -2.6367], [-4.9317, -0.5845, -2.9237], [-1.8519, -1.7320, -1.1838], [-1.6833, -2.8280, -1.7199], [-0.4936, -3.5025, -1.3229], [-0.3144, -4.7634, -1.8738], [0.7960, -5.4823, -1.4598], [1.6593, -4.9133, -0.5359], [1.4126, -3.6238, -0.0870], [0.3608, -2.9168, -0.4981], [-6.1275, 1.1042, -2.3482], [-4.7347, 1.6389, -0.3691], [-2.7681, 0.2819, 0.1524], [-3.5385, -2.1871, -3.2710], [-5.5356, -0.8089, -3.7938], [-1.0369, -5.1504, -2.5764], [0.9830, -6.4758, -1.8473], [2.5256, -5.4474, -0.1715], [2.0689, -3.1106, 0.6119]],
  "atomic_forces_ev_per_a": [[0.385, 0.211, 0.323], [-0.016, -0.007, 0.044], [0.076, 0.048, -0.074], [-0.024, 0.015, -0.025], [-0.119, -0.155, 0.063], [0.022, -0.042, -0.008], [0.001, -0.030, -0.054], [-0.046, -0.008, -0.031], [-0.022, -0.031, -0.046], [-0.033, 0.053, -0.128], [0.010, 0.009, 0.093], [-0.015, -0.009, -0.002], [0.003, -0.019, -0.030], [0.003, -0.002, -0.103], [-0.175, 0.283, 0.175], [0.211, -0.231, -0.097], [-0.138, 0.004, -0.002], [-0.050, 0.015, 0.019], [0.107, -0.018, -0.014], [-0.059, 0.056, 0.031], [0.003, -0.034, 0.006], [-0.049, 0.010, -0.057], [0.138, -0.105, -0.166], [-0.079, 0.126, 0.115], [-0.014, 0.016, 0.011], [0.067, -0.014, 0.057], [0.007, 0.017, -0.016], [-0.032, -0.049, -0.011], [-0.063, -0.072, 0.001], [-0.002, -0.010, 0.024], [-0.017, -0.007, -0.014], [0.001, 0.021, 0.025], [0.028, -0.007, 0.006], [0.014, -0.001, 0.000], [0.006, -0.008, 0.026], [0.007, -0.004, 0.001], [-0.005, -0.005, 0.003], [-0.004, 0.010, -0.015], [-0.013, 0.004, -0.005], [0.002, -0.007, 0.009], [0.017, 0.001, 0.029], [-0.005, 0.009, -0.003], [0.005, 0.022, 0.020], [0.012, -0.020, 0.006], [0.019, 0.011, -0.009], [0.001, 0.003, 0.001], [-0.004, 0.008, 0.004], [0.007, -0.008, -0.005], [0.004, 0.014, 0.004], [-0.001, 0.009, 0.060], [-0.003, -0.015, 0.011], [0.000, 0.003, -0.016], [-0.003, 0.004, 0.003], [0.001, -0.001, -0.013], [0.003, 0.003, 0.002], [-0.129, 0.039, 0.019], [0.033, -0.051, 0.003], [0.031, 0.002, 0.031], [0.008, 0.020, -0.014], [0.008, 0.085, -0.040], [0.006, 0.015, -0.005], [-0.010, -0.031, 0.011], [0.000, -0.011, 0.004], [0.001, -0.007, -0.001], [0.008, 0.009, -0.001], [0.045, -0.062, -0.047], [-0.005, 0.007, 0.007], [0.011, 0.006, 0.001], [0.005, 0.003, 0.017], [-0.007, 0.020, -0.021], [-0.051, 0.036, -0.108], [0.011, -0.068, 0.172], [0.112, 0.014, -0.017], [-0.070, -0.013, 0.025], [0.078, 0.005, -0.012], [-0.115, -0.036, 0.047], [0.120, -0.031, 0.114], [-0.109, 0.040, -0.135], [-0.018, 0.007, -0.021], [0.017, 0.003, 0.002], [-0.016, -0.004, 0.011], [-0.002, 0.014, -0.028], [-0.009, -0.017, -0.033], [0.005, 0.070, 0.062], [-0.004, 0.014, -0.024], [-0.341, 0.177, -0.210], [0.086, 0.046, 0.123], [-0.008, -0.020, 0.005], [0.082, 0.207, 0.212], [-0.244, -0.248, -0.238], [0.089, -0.052, -0.379], [0.110, 0.015, 0.298], [0.071, -0.031, 0.006], [-0.038, -0.096, -0.071], [-0.059, 0.164, 0.057], [0.119, -0.198, 0.018], [0.000, 0.003, 0.003], [-0.004, -0.008, -0.010], [0.031, -0.062, -0.042], [0.021, -0.023, -0.014], [0.005, -0.009, -0.004], [-0.036, 0.002, 0.007], [-0.008, -0.001, 0.000], [0.003, -0.010, -0.005], [-0.003, 0.004, -0.003]]
}



Question: What is the formula in the first record?
Answer: C3H5O4P